Entry 1:
Formula: C4H6O2
Source: the Open Molecules 2025 dataset
Level of theory: wB97M-V/def2-TZVPD

Computed properties:
highest occupied orbital energy = -0.36074 Eh
net charge = 0
max |F| = 0.61 eV/Å
HOMO-LUMO gap = 10.75 eV
energy relative to the best compared isomer or geometry (same formula, charge and spin) = 40.32 kcal per mole

Geometry (Å):
O: 1.257 1.493 0.924
C: 1.080 0.313 1.149
C: 0.460 -0.636 0.192
C: 0.173 -0.075 -1.186
C: -0.968 -0.328 -0.266
O: -1.787 0.576 0.389
H: 1.382 -0.123 2.123
H: 0.702 -1.689 0.336
H: 0.302 -0.746 -2.030
H: 0.539 0.937 -1.344
H: -1.555 -1.213 -0.497
H: -1.586 1.491 0.209

***

Entry 2:
Formula: C4H6O2
Source: the Open Molecules 2025 dataset
Level of theory: wB97M-V/def2-TZVPD

Computed properties:
highest occupied orbital energy = -0.36235 Eh
net charge = 0
max |F| = 3.40 eV/Å
HOMO-LUMO gap = 10.38 eV
energy relative to the best compared isomer or geometry (same formula, charge and spin) = 53.72 kcal per mole

Geometry (Å):
C: 1.610 0.402 -0.687
C: 0.421 0.472 0.205
O: 0.102 1.532 0.751
C: -0.492 -0.609 0.637
C: -1.839 -0.578 -0.007
O: -2.574 -1.528 -0.110
H: 1.497 -0.327 -1.490
H: 2.480 0.120 -0.082
H: 1.781 1.406 -1.078
H: -0.112 -1.647 0.722
H: -0.718 0.310 1.425
H: -2.154 0.448 -0.285

***

Entry 3:
Formula: C4H6O2
Source: the Open Molecules 2025 dataset
Level of theory: wB97M-V/def2-TZVPD

Computed properties:
highest occupied orbital energy = -0.36676 Eh
net charge = 0
max |F| = 0.44 eV/Å
HOMO-LUMO gap = 10.76 eV
energy relative to the best compared isomer or geometry (same formula, charge and spin) = 46.18 kcal per mole

Geometry (Å):
O: -1.999 -1.262 0.662
C: -1.413 -0.212 0.717
C: -0.396 0.241 -0.301
C: 0.795 1.067 0.208
O: 1.715 0.018 -0.105
C: 0.676 -0.795 -0.669
H: -1.601 0.492 1.548
H: -0.933 0.687 -1.145
H: 1.008 1.978 -0.365
H: 0.792 1.307 1.280
H: 0.569 -1.752 -0.149
H: 0.830 -0.973 -1.739

***

Entry 4:
Formula: C4H6O2
Source: the Open Molecules 2025 dataset
Level of theory: wB97M-V/def2-TZVPD

Computed properties:
highest occupied orbital energy (spin up / spin down) = -0.36110 / -0.30802 Eh
net charge = 0
max |F| = 2.34 eV/Å
HOMO-LUMO gap (spin up / spin down) = 9.79 / 6.61 eV
energy relative to the best compared isomer or geometry (same formula, charge and spin) = 107.33 kcal per mole

Geometry (Å):
O: 0.827 0.533 1.512
C: -0.316 0.472 1.031
C: -1.077 1.464 0.450
C: 1.021 -0.298 -0.847
C: 0.089 -1.284 -0.286
O: -0.780 -0.821 0.695
H: -2.077 1.245 0.093
H: -0.764 2.500 0.533
H: 1.659 -0.679 -1.647
H: 1.217 0.701 -0.497
H: 0.712 -2.128 0.073
H: -0.511 -1.706 -1.110

***

Entry 5:
Formula: C4H6O2
Source: the Open Molecules 2025 dataset
Level of theory: wB97M-V/def2-TZVPD

Computed properties:
highest occupied orbital energy = -0.33843 Eh
net charge = 0
max |F| = 4.62 eV/Å
HOMO-LUMO gap = 9.87 eV
energy relative to the best compared isomer or geometry (same formula, charge and spin) = 98.78 kcal per mole

Geometry (Å):
C: 2.371 -0.408 -0.075
C: 0.391 0.897 -0.080
C: -0.909 1.075 0.062
C: -1.908 -0.076 0.019
H: 2.915 -0.323 1.099
H: 2.498 -1.679 -0.540
H: 2.991 0.500 -0.866
H: 0.977 1.772 -0.261
H: -1.241 2.124 -0.123
H: -3.032 0.142 0.077
O: 1.000 -0.223 0.219
O: -1.597 -1.209 -0.087

***

Entry 6:
Formula: C4H6O2
Source: the Open Molecules 2025 dataset
Level of theory: wB97M-V/def2-TZVPD

Computed properties:
highest occupied orbital energy = -0.32463 Eh
net charge = 0
max |F| = 1.06 eV/Å
HOMO-LUMO gap = 9.32 eV
energy relative to the best compared isomer or geometry (same formula, charge and spin) = 135.79 kcal per mole

Geometry (Å):
O: 2.194 -0.120 1.202
C: 1.717 0.392 0.238
O: 0.428 0.140 -0.355
C: -0.422 -0.896 0.007
C: -1.321 -1.304 -0.876
C: 0.059 1.612 0.779
H: 2.202 0.965 -0.567
H: -0.357 -1.222 1.041
H: -1.360 -0.933 -1.897
H: -2.088 -2.002 -0.564
H: -0.171 2.281 -0.060
H: -0.880 1.089 1.052

***

Entry 7:
Formula: C4H6O2
Source: the Open Molecules 2025 dataset
Level of theory: wB97M-V/def2-TZVPD

Computed properties:
highest occupied orbital energy = -0.36608 Eh
net charge = 0
max |F| = 0.53 eV/Å
HOMO-LUMO gap = 10.52 eV
energy relative to the best compared isomer or geometry (same formula, charge and spin) = 17.64 kcal per mole

Geometry (Å):
C: 1.483 0.307 -0.704
C: 0.392 0.691 0.266
O: 0.167 1.836 0.583
C: -0.479 -0.442 0.811
C: -1.738 -0.474 -0.037
O: -1.982 -1.340 -0.840
H: 1.208 -0.573 -1.293
H: 2.388 0.058 -0.137
H: 1.711 1.150 -1.358
H: 0.010 -1.418 0.759
H: -0.747 -0.188 1.842
H: -2.413 0.393 0.108

***

Entry 8:
Formula: C4H6O2
Source: the Open Molecules 2025 dataset
Level of theory: wB97M-V/def2-TZVPD

Computed properties:
highest occupied orbital energy = -0.34699 Eh
net charge = 0
max |F| = 0.75 eV/Å
HOMO-LUMO gap = 10.45 eV
energy relative to the best compared isomer or geometry (same formula, charge and spin) = 60.39 kcal per mole

Geometry (Å):
C: 0.977 0.690 -1.852
C: 0.151 0.591 -0.832
O: 0.227 -0.599 -0.152
C: 0.154 -0.376 1.262
C: -1.301 -0.765 1.219
O: -2.248 -0.026 1.113
H: 1.561 -0.204 -2.052
H: 1.104 1.592 -2.426
H: -0.554 1.340 -0.453
H: 0.814 -1.113 1.730
H: 0.443 0.649 1.506
H: -1.309 -1.855 1.033

***

Entry 9:
Formula: C4H6O2
Source: the Open Molecules 2025 dataset
Level of theory: wB97M-V/def2-TZVPD

Computed properties:
highest occupied orbital energy = -0.37186 Eh
net charge = 0
max |F| = 1.97 eV/Å
HOMO-LUMO gap = 10.75 eV
energy relative to the best compared isomer or geometry (same formula, charge and spin) = 108.23 kcal per mole

Geometry (Å):
C: -1.432 -0.308 -0.394
C: -0.507 -0.633 0.760
O: -0.725 -1.519 1.560
C: 0.746 0.201 0.928
C: 1.764 0.183 -0.147
O: 0.676 1.437 0.221
H: -0.894 0.035 -1.284
H: -2.043 -1.182 -0.629
H: -2.098 0.511 -0.092
H: 1.080 0.263 1.963
H: 1.397 -0.300 -1.071
H: 1.951 1.420 0.033

***

Entry 10:
Formula: C4H6O2
Source: the Open Molecules 2025 dataset
Level of theory: wB97M-V/def2-TZVPD

Computed properties:
highest occupied orbital energy = -0.36551 Eh
net charge = 0
max |F| = 9.20 eV/Å
HOMO-LUMO gap = 9.41 eV
energy relative to the best compared isomer or geometry (same formula, charge and spin) = 195.48 kcal per mole

Geometry (Å):
C: -0.101 -0.340 1.502
C: -0.532 -0.182 0.014
C: 0.325 0.472 -0.951
C: -0.220 0.649 -2.202
H: 1.602 -0.776 2.520
H: -0.058 0.936 2.015
H: -1.119 -1.022 2.371
H: 1.490 0.886 -0.722
H: 0.269 1.215 -2.956
H: -1.285 -0.079 -2.538
O: 1.357 -1.285 1.323
O: -1.729 -0.475 -0.375

***

Entry 11:
Formula: C4H6O2
Source: the Open Molecules 2025 dataset
Level of theory: wB97M-V/def2-TZVPD

Computed properties:
highest occupied orbital energy = -0.36268 Eh
net charge = 0
max |F| = 0.50 eV/Å
HOMO-LUMO gap = 10.87 eV
energy relative to the best compared isomer or geometry (same formula, charge and spin) = 64.67 kcal per mole

Geometry (Å):
O: -1.692 1.131 1.273
C: -0.703 1.196 0.329
O: -1.104 0.634 -0.934
C: -0.038 0.045 -0.213
C: 0.443 -1.300 0.140
C: 1.288 -0.326 -0.697
H: -2.297 0.465 0.915
H: -0.177 2.150 0.383
H: 0.734 -1.443 1.178
H: 0.050 -2.186 -0.349
H: 1.344 -0.536 -1.761
H: 2.151 0.170 -0.264

***

Entry 12:
Formula: C4H6O2
Source: the Open Molecules 2025 dataset
Level of theory: wB97M-V/def2-TZVPD

Computed properties:
highest occupied orbital energy = -0.36389 Eh
net charge = 0
max |F| = 2.81 eV/Å
HOMO-LUMO gap = 10.85 eV
energy relative to the best compared isomer or geometry (same formula, charge and spin) = 90.15 kcal per mole

Geometry (Å):
C: -0.347 -1.123 -0.689
O: 0.876 -1.664 -0.150
C: 1.089 -0.505 0.669
C: -0.143 0.166 0.049
C: -0.564 1.534 -0.073
O: -1.601 0.880 0.543
H: -0.365 -1.072 -1.778
H: -1.228 -1.669 -0.332
H: 1.020 -0.717 1.733
H: 2.066 -0.030 0.459
H: -0.048 2.213 0.597
H: -0.755 1.986 -1.028

***

Entry 13:
Formula: C4H6O2
Source: the Open Molecules 2025 dataset
Level of theory: wB97M-V/def2-TZVPD

Computed properties:
highest occupied orbital energy = -0.36599 Eh
net charge = 0
max |F| = 1.17 eV/Å
HOMO-LUMO gap = 10.71 eV
energy relative to the best compared isomer or geometry (same formula, charge and spin) = 57.76 kcal per mole

Geometry (Å):
O: 0.561 2.719 0.957
C: 0.981 1.763 0.521
C: -1.657 0.397 -0.073
C: -1.520 -0.917 0.015
O: 1.243 -1.484 -0.929
C: 1.968 -0.733 -0.331
H: -1.417 0.928 -0.985
H: -1.951 1.011 0.772
H: -1.690 -1.431 0.951
H: -1.159 -1.529 -0.803
H: 2.604 -0.016 -0.865
H: 2.037 -0.707 0.770

***

Entry 14:
Formula: C4H6O2
Source: the Open Molecules 2025 dataset
Level of theory: wB97M-V/def2-TZVPD

Computed properties:
highest occupied orbital energy = -0.36554 Eh
net charge = 0
max |F| = 2.54 eV/Å
HOMO-LUMO gap = 10.07 eV
energy relative to the best compared isomer or geometry (same formula, charge and spin) = 41.49 kcal per mole

Geometry (Å):
C: 0.475 1.692 -0.029
C: -0.101 0.460 0.155
C: -1.564 0.258 0.061
O: -2.034 -0.871 -0.142
C: 0.709 -0.799 0.133
O: 2.067 -0.503 -0.142
H: 1.590 1.658 -0.173
H: -0.052 2.629 -0.140
H: -2.186 1.206 0.072
H: 0.236 -1.550 -0.588
H: 0.582 -1.253 1.127
H: 2.454 -1.366 0.057

***

Entry 15:
Formula: C4H6O2
Source: the Open Molecules 2025 dataset
Level of theory: wB97M-V/def2-TZVPD

Computed properties:
highest occupied orbital energy = -0.35866 Eh
net charge = 0
max |F| = 0.46 eV/Å
HOMO-LUMO gap = 10.64 eV
energy relative to the best compared isomer or geometry (same formula, charge and spin) = 21.69 kcal per mole

Geometry (Å):
O: 0.859 2.146 0.227
C: 0.493 1.004 0.106
C: -0.944 0.510 0.033
C: -0.804 -1.000 -0.175
O: 0.566 -1.344 0.014
C: 1.397 -0.214 0.000
H: -1.467 1.017 -0.785
H: -1.461 0.768 0.963
H: -1.391 -1.578 0.543
H: -1.116 -1.301 -1.179
H: 1.986 -0.152 -0.924
H: 2.104 -0.247 0.837

***

Entry 16:
Formula: C4H6O2
Source: the Open Molecules 2025 dataset
Level of theory: wB97M-V/def2-TZVPD

Computed properties:
highest occupied orbital energy = -0.34165 Eh
net charge = 0
max |F| = 1.10 eV/Å
HOMO-LUMO gap = 9.72 eV
energy relative to the best compared isomer or geometry (same formula, charge and spin) = 87.81 kcal per mole

Geometry (Å):
O: 0.748 -0.204 1.672
C: 1.586 -0.572 0.591
C: 1.227 -0.037 -0.550
C: 0.161 0.728 -0.707
C: -1.235 0.183 -0.799
O: -1.366 -1.190 -0.571
H: 0.706 0.762 1.691
H: 2.373 -1.248 0.892
H: 0.252 1.810 -0.607
H: -1.859 0.777 -0.107
H: -1.593 0.380 -1.810
H: -1.000 -1.389 0.304

***

Entry 17:
Formula: C4H6O2
Source: the Open Molecules 2025 dataset
Level of theory: wB97M-V/def2-TZVPD

Computed properties:
highest occupied orbital energy = -0.36046 Eh
net charge = 0
max |F| = 1.79 eV/Å
HOMO-LUMO gap = 10.78 eV
energy relative to the best compared isomer or geometry (same formula, charge and spin) = 78.24 kcal per mole

Geometry (Å):
O: 0.761 -1.532 1.144
C: -0.432 -1.412 0.982
C: -1.047 -0.211 0.328
C: -0.017 0.878 -0.174
C: 1.370 0.801 -0.912
O: 0.121 0.760 -1.562
H: -1.130 -2.207 1.324
H: -1.825 0.173 1.022
H: -1.661 -0.578 -0.523
H: -0.067 1.817 0.377
H: 1.995 1.558 -1.457
H: 1.932 -0.047 -0.550

***

Entry 18:
Formula: C4H6O2
Source: the Open Molecules 2025 dataset
Level of theory: wB97M-V/def2-TZVPD

Computed properties:
highest occupied orbital energy = -0.33370 Eh
net charge = 0
max |F| = 0.98 eV/Å
HOMO-LUMO gap = 9.94 eV
energy relative to the best compared isomer or geometry (same formula, charge and spin) = 36.32 kcal per mole

Geometry (Å):
C: -1.577 0.127 0.183
C: -0.199 -0.303 -0.294
O: 0.287 -1.329 0.566
C: 0.917 0.740 -0.342
C: 2.110 0.165 -0.312
O: 3.125 -0.405 -0.267
H: -1.538 0.505 1.210
H: -2.208 -0.771 0.184
H: -2.044 0.880 -0.460
H: -0.309 -0.753 -1.287
H: 0.623 -0.816 1.317
H: 0.830 1.812 -0.474

***

Entry 19:
Formula: C4H6O2
Source: the Open Molecules 2025 dataset
Level of theory: wB97M-V/def2-TZVPD

Computed properties:
highest occupied orbital energy = -0.36591 Eh
net charge = 0
max |F| = 0.54 eV/Å
HOMO-LUMO gap = 10.44 eV
energy relative to the best compared isomer or geometry (same formula, charge and spin) = 17.77 kcal per mole

Geometry (Å):
C: -1.002 0.059 1.241
C: -0.319 -0.846 0.243
O: -0.748 -1.939 -0.048
C: 0.958 -0.318 -0.426
C: 0.609 0.805 -1.384
O: 0.286 1.910 -1.019
H: -1.142 1.063 0.826
H: -0.382 0.168 2.138
H: -1.962 -0.381 1.517
H: 1.641 0.080 0.333
H: 1.427 -1.150 -0.957
H: 0.634 0.549 -2.462

***

Entry 20:
Formula: C4H6O2
Source: the Open Molecules 2025 dataset
Level of theory: wB97M-V/def2-TZVPD

Computed properties:
highest occupied orbital energy = -0.32566 Eh
net charge = 0
max |F| = 0.87 eV/Å
HOMO-LUMO gap = 9.82 eV
energy relative to the best compared isomer or geometry (same formula, charge and spin) = 61.64 kcal per mole

Geometry (Å):
C: -1.299 -0.248 -0.683
C: -0.672 -0.277 0.497
O: -1.107 -1.177 1.421
C: 0.547 0.493 0.877
C: 1.689 0.432 -0.056
O: 0.856 1.573 0.017
H: -1.295 0.596 -1.351
H: -1.778 -1.175 -0.996
H: -1.993 -1.343 1.061
H: 0.752 0.650 1.938
H: 1.576 -0.166 -0.961
H: 2.707 0.570 0.309